The following is a DFT calculation (ωB97M-V with the def2-TZVPD basis set) of a molecular structure, C28H38N3O4P2PbTe in a non-equilibrium geometry.

The geometry in ORCA input format:
```
! RIJCOSX wB97M-V def2-TZVPD def2/J DEFGRID3
* xyz 3 1
Pb 1.5317 -0.2923 -1.1736
C 2.6553 -3.3917 2.0109
C 3.6707 -2.3331 1.5111
C 3.9170 -2.5302 0.0284
C 3.1784 -0.8663 1.8330
C 2.9754 -0.6020 3.2929
O 1.5349 -0.4852 3.4236
C 1.0717 -0.2569 2.2020
N 1.8389 -0.5060 1.2214
C -0.2749 0.1739 2.3151
C -1.0747 -0.4056 3.2919
C -2.3998 -0.1404 3.3817
C -2.9509 0.6484 2.4260
C -2.2515 1.1795 1.3744
C -0.8423 1.0094 1.3181
P 0.0201 1.7866 0.0191
C 1.1271 3.1199 0.6057
C 1.5168 3.3071 1.9078
C 2.2524 4.4471 2.2123
C 2.5097 5.3929 1.2781
C 2.0628 5.2278 -0.0563
C 1.3312 4.1283 -0.4028
C -1.2264 2.5122 -0.9986
C -1.8717 3.6723 -0.5716
C -2.6382 4.4215 -1.4675
C -2.8221 3.8443 -2.6966
C -2.2180 2.6652 -3.1726
C -1.3800 1.9709 -2.3052
H 2.8968 -4.3896 1.6826
H 1.7373 -3.0708 1.4677
H 2.5326 -3.4989 3.1032
H 4.5427 -2.4271 2.1086
H 2.8884 -2.7520 -0.3533
H 4.6022 -3.3594 -0.1712
H 4.2908 -1.6503 -0.3681
H 3.9816 -0.2529 1.4874
H 3.4237 0.2873 3.6684
H 3.2719 -1.4202 3.9274
H -0.5928 -1.0295 4.0122
H -3.0302 -0.4368 4.2637
H -4.0546 0.8585 2.3938
H -2.7399 1.7598 0.6224
H 1.2767 2.5474 2.6954
H 2.5860 4.6262 3.2453
H 3.1922 6.1730 1.4540
H 2.2097 6.0086 -0.7640
H 0.9186 3.9359 -1.3612
H -1.6196 4.0764 0.4221
H -3.2483 5.2924 -1.1794
H -3.5261 4.3635 -3.3368
H -2.3753 2.2100 -4.1388
H -0.9548 1.0500 -2.5804
N 4.4449 1.0583 -1.0817
N 3.1808 1.6293 -1.5387
H 5.2387 1.7679 -0.9713
H 4.8102 0.4446 -1.8525
H 3.3525 2.0285 -2.4757
H 2.8360 2.2742 -0.8580
C -5.0193 -1.0209 -2.2001
C -3.6677 -1.6244 -2.6389
O -3.1538 -2.7217 -1.8573
P -1.7096 -3.0682 -1.6969
O -0.7905 -1.9773 -1.3488
Te -0.8039 -3.8907 -3.9001
O -1.5897 -4.2350 -0.6495
C -2.6863 -5.3145 -0.7284
C -2.2939 -6.3384 -1.7550
H -5.2294 -0.2249 -2.9147
H -4.8810 -0.4240 -1.3044
H -5.8526 -1.7234 -2.0692
H -2.8435 -0.8635 -2.6182
H -3.7067 -2.0197 -3.6432
H -3.6243 -4.8150 -1.0184
H -2.7762 -5.7263 0.3273
H -2.5070 -5.9221 -2.7490
H -2.8756 -7.2670 -1.8231
H -1.3052 -6.6249 -1.7439
*
```

**Relative energy (zero: lowest compared OMol25 entry of this formula, charge and spin)**: 12.6 kJ/mol
**E**: -2697.58690 hartree
**E_LUMO (spin up / spin down)**: -12.271 / -12.287 eV